## P
The ion C3H9N2O with charge +1. Source: OMol25; level of theory: the ωB97M-V functional and the def2-TZVPD basis.

The geometry in XYZ format:
```
15
Properties=species:S:1:pos:R:3:lowdin_charge:R:1
C -0.60039 -0.56323 2.06631 0.03
N -0.25147 -0.79421 0.61593 -0.01
C 0.47835 0.33008 -0.02488 -0.04
C 0.36981 0.08891 -1.56517 -0.53
N 0.29615 1.17656 -2.33646 0.20
O 0.51639 -1.05614 -1.90886 0.10
H -1.50362 0.03905 2.09183 0.11
H -0.51351 -1.48603 2.62628 0.11
H 0.14406 0.13204 2.45265 0.10
H -1.11676 -0.90704 0.07421 0.18
H 0.06354 -1.76509 0.53477 0.19
H 0.00727 1.28180 0.24569 0.14
H 1.43018 0.37637 0.50735 0.15
H 0.39004 1.00521 -3.33175 0.14
H 0.28997 2.14172 -2.04790 0.13
```

Results
Highest occupied orbital energy   -14.72 eV
Net charge   +1
Kohn-Sham gap   11.27 eV

## Q
The ion C3H9N2O with charge +1. Source: OMol25; level of theory: the ωB97M-V functional and the def2-TZVPD basis.

The geometry in XYZ format:
```
15
Properties=species:S:1:pos:R:3:lowdin_charge:R:1
C -0.88117 -2.17491 -0.27014 -0.04
N -0.04024 -0.98640 -0.03716 -0.13
O -0.74576 -0.15977 0.93405 -0.08
C -0.27271 1.32496 0.72558 0.00
C 1.21013 1.47697 0.36826 0.04
N 0.19610 1.46537 -0.74699 0.15
H -1.79126 -2.02360 -0.76629 0.07
H -0.32319 -2.91297 -0.88612 0.11
H -1.06273 -2.58751 0.69673 0.08
H 0.87991 -1.28650 0.28336 0.12
H -1.02756 1.93586 1.08324 0.14
H 1.67316 2.39230 0.49786 0.11
H 1.84397 0.66172 0.46231 0.11
H -0.01867 2.33657 -1.13721 0.15
H 0.36002 0.53791 -1.20747 0.17
```

Results
Highest occupied orbital energy   -14.14 eV
Net charge   +1
Kohn-Sham gap   10.91 eV

## R
The ion C3H9N2O with charge +1. Source: OMol25; level of theory: the ωB97M-V functional and the def2-TZVPD basis.

The geometry in XYZ format:
```
15
Properties=species:S:1:pos:R:3:lowdin_charge:R:1
C -1.65181 0.81043 0.67365 -0.02
C -0.63424 0.11598 -0.18516 -0.24
N -0.32637 0.99162 -1.41151 0.23
C 0.66091 -0.54772 0.18104 -0.50
N 0.73154 -1.20896 1.37655 0.19
O 1.63777 -0.38688 -0.52083 0.10
H -1.71037 0.42931 1.69194 0.10
H -1.50002 1.88009 0.85051 0.10
H -2.63468 0.66312 0.24278 0.09
H -1.14503 -0.74572 -0.71085 0.18
H -1.16204 1.24262 -1.94094 0.18
H 0.03183 1.87561 -1.04171 0.18
H 0.31615 0.47049 -2.01284 0.16
H 1.66869 -1.51890 1.59381 0.13
H 0.02765 -1.86520 1.68090 0.12
```

Results
Highest occupied orbital energy   -14.73 eV
Net charge   +1
Kohn-Sham gap   11.04 eV

Quick look at relative energies in hartree: P 0.0119; Q 0.1636; R 0.0000.

## P
A structure of composition C4H13N2S. Source: OMol25; level of theory: the ωB97M-V functional and the def2-TZVPD basis.

The geometry in XYZ format:
```
20
Properties=species:S:1:pos:R:3:lowdin_charge:R:1
C 1.24551 -0.55121 1.15229 -0.37
C 1.05979 -1.55112 -0.01172 -0.52
S 0.51602 -0.71158 -1.47745 0.89
N 1.44541 -1.33796 2.39942 -0.01
H 2.15781 0.01934 0.89712 0.11
H 0.40383 0.13790 1.24400 0.08
H 2.06723 -2.07508 -0.19128 0.12
H 0.24256 -2.22032 0.40695 0.11
H 0.71548 -1.73871 -2.30355 -0.06
H 2.37940 -1.76552 2.44822 0.08
H 1.51393 -0.66156 3.19560 0.09
C -2.13765 1.63974 0.04234 -0.03
C -1.05427 0.93817 -2.01537 -0.12
N -1.07629 1.62069 -0.92637 -0.11
H -2.50004 2.65461 0.23090 0.11
H -1.72862 1.21644 0.97626 0.09
H -2.95154 0.98204 -0.26617 0.11
H -1.72301 0.07202 -2.27559 0.12
H -0.44788 1.30523 -2.83863 0.11
H -0.12767 2.02689 -0.68700 0.19
```

Results
Highest occupied orbital energy   -12.96 eV
Net charge   +1
Kohn-Sham gap   8.39 eV

## Q
The ion C4H13N2S with charge +1. Source: OMol25; level of theory: the ωB97M-V functional and the def2-TZVPD basis.

The geometry in XYZ format:
```
20
Properties=species:S:1:pos:R:3:lowdin_charge:R:1
N 1.44781 -0.72892 -1.94233 0.14
C 2.16421 -0.40945 -0.66469 -0.10
C 1.20457 0.69349 -0.17899 -0.17
N -0.25599 0.20429 -0.27150 -0.12
C -0.78752 -0.32911 1.17321 -0.19
C -2.32121 -0.15231 1.33007 -0.69
S -3.10780 1.11730 0.53884 0.81
H 1.66657 -1.53551 -2.45989 0.15
H 1.34587 0.00428 -2.60084 0.15
H 0.51160 -0.70488 -1.43261 0.10
H 2.23108 -1.35266 -0.04981 0.15
H 3.22405 0.01705 -0.78104 0.16
H 1.45212 0.89140 0.78719 0.07
H 1.20654 1.64614 -0.69452 0.13
H -1.23520 0.49242 -0.61788 0.07
H -0.47831 0.59991 1.91430 0.16
H -0.37772 -1.32124 1.28572 0.10
H -2.70671 -1.21102 1.06461 0.12
H -2.51754 -0.10453 2.41773 0.08
H -2.66643 2.18335 1.18244 -0.11
```

Results
Highest occupied orbital energy   -12.55 eV
Net charge   +1
Kohn-Sham gap   9.58 eV

Quick look at relative energies in hartree: P 0.0000; Q 0.0171.

## P
A cluster of 2 separate species, C4H13N2S in total. Source: OMol25; level of theory: the ωB97M-V functional and the def2-TZVPD basis.

The geometry in XYZ format:
```
20
Properties=species:S:1:pos:R:3:lowdin_charge:R:1
C -1.02944 0.67458 2.80284 -0.18
C -1.22440 0.52426 1.49114 -0.10
N -0.07895 0.21895 0.60747 0.15
N -2.03842 1.02738 3.67628 0.08
H -0.04124 0.57134 3.23406 0.13
H -2.17413 0.66877 1.00303 0.12
H 0.31550 1.06834 0.20631 0.16
H 0.65703 -0.25360 1.10779 0.15
H -0.42661 -0.35288 -0.20635 0.04
H -2.95021 0.62651 3.52354 0.11
H -1.75222 0.89564 4.64131 0.11
C 2.15599 -1.12766 -2.15898 -0.16
C 1.04561 -0.25557 -2.70908 -0.57
S -0.61506 -1.01097 -2.38225 0.73
H 2.16403 -2.10024 -2.64446 0.08
H 2.10676 -1.22950 -1.07700 0.05
H 3.08921 -0.61785 -2.40679 0.09
H 1.05743 0.73553 -2.25621 0.06
H 1.09519 -0.14108 -3.78673 0.07
H -1.35607 0.07803 -2.66593 -0.12
```

Results
Highest occupied orbital energy   -12.97 eV
Net charge   +1
Kohn-Sham gap   9.82 eV

## Q
The ion C4H13N2S with charge +1. Source: OMol25; level of theory: the ωB97M-V functional and the def2-TZVPD basis.

The geometry in XYZ format:
```
20
Properties=species:S:1:pos:R:3:lowdin_charge:R:1
N -2.60185 -0.01551 0.08878 -0.03
C -1.91572 0.66542 -1.02305 -0.22
C -0.44761 1.10213 -0.62580 -0.13
N -0.12499 0.27285 0.57372 -0.05
C 1.02321 -0.79052 0.31999 -0.26
C 2.38899 -0.22881 0.72497 -0.44
S 3.45210 -1.50411 -0.25267 0.75
H -3.17340 -0.82279 -0.15255 0.10
H -3.32003 0.60305 0.48060 0.10
H -1.89925 -0.09708 -1.81739 0.11
H -2.50561 1.46500 -1.64844 0.16
H 0.23582 1.03873 -1.48762 0.14
H -0.59643 2.04874 -0.22861 0.09
H 0.27866 0.95705 1.29776 0.18
H -1.03632 0.00268 1.26831 0.24
H 0.99352 -0.89149 -0.92238 0.15
H 0.67040 -1.76381 0.74989 0.13
H 2.69572 0.67401 0.21159 0.06
H 2.42707 -0.23287 1.86654 0.12
H 3.45573 -2.48267 0.57637 -0.18
```

Results
Highest occupied orbital energy   -12.82 eV
Net charge   +1
Kohn-Sham gap   9.67 eV

Quick look at relative energies in hartree: P 0.0000; Q 0.0651.